No. 1
8
Properties=species:S:1:pos:R:3:forces:R:3 method="wB97M-V/def2-TZVPD" total_energy_ha=-1222.94138 mol_weight_g_mol=143.9 e_lumo_ev=3.213 e_above_lowest_ev=2.3979 gap_ev=7.5 fmax_ev_per_a=6.28 total_charge=-1 multiplicity=1
C -1.8500 1.0269 -0.0499 2.00 -2.40 0.10
C 0.7167 0.6722 0.0177 -4.18 1.48 -2.34
O -2.8102 1.6123 -0.4097 -4.17 2.50 -0.91
O -1.6826 -0.0710 0.4726 -0.49 -2.14 1.66
O -0.7105 1.6412 -0.4383 6.24 -0.51 0.37
Cl 1.8150 0.8277 -1.3338 0.03 0.11 0.19
Cl 1.2545 1.1134 1.5197 1.17 1.49 2.05
H 0.3494 -0.3108 0.2115 -0.61 -0.52 -1.12

***

No. 2
8
Properties=species:S:1:pos:R:3:forces:R:3 method="wB97M-V/def2-TZVPD" total_energy_ha=-1222.88371 mol_weight_g_mol=143.9 e_lumo_ev=3.339 e_above_lowest_ev=3.9673 gap_ev=7.8 fmax_ev_per_a=4.40 total_charge=-1 multiplicity=1
C -0.9745 0.1554 0.2888 -1.92 -3.45 1.95
C 2.4141 -0.8863 -0.5886 0.34 -1.41 -1.05
O -0.6360 -0.6345 1.1969 0.32 0.91 0.06
O -2.3351 0.4349 0.3170 -0.96 1.36 0.13
O -0.4713 0.5324 -0.7421 2.58 1.32 -2.03
Cl 2.4819 0.7701 -0.9136 0.00 0.50 0.79
Cl 1.8260 -1.4203 0.8752 0.50 0.84 0.11
H -2.3053 1.0483 -0.4337 -0.86 -0.07 0.05

***

No. 3
9
Properties=species:S:1:pos:R:3:forces:R:3 method="wB97M-V/def2-TZVPD" total_energy_ha=-966.58198 mol_weight_g_mol=147.5 e_lumo_ev=0.618 e_above_lowest_ev=0.0000 gap_ev=12.5 fmax_ev_per_a=3.56 total_charge=0 multiplicity=1
O -1.2613 -0.5045 -1.6846 0.37 0.96 -1.92
C -1.3507 -0.8074 -0.5757 -2.15 0.11 1.43
F -0.6490 -1.6959 0.0126 1.11 -2.01 0.54
Cl -2.5907 -0.3132 0.5602 0.09 0.33 -0.27
N 0.9946 -0.1382 0.8606 -0.98 3.42 -0.05
C 1.0779 0.9513 0.2593 0.31 -0.11 0.09
F 1.9377 1.4396 -0.6752 -0.76 -1.01 1.11
F 0.2022 1.9164 0.4978 0.29 -0.28 -0.21
H 1.6394 -0.8480 0.7452 1.71 -1.41 -0.72

***

No. 4
9
Properties=species:S:1:pos:R:3:forces:R:3 method="wB97M-V/def2-TZVPD" total_energy_ha=-1334.52447 mol_weight_g_mol=168.5 e_lumo_ev="0.573 / -3.308" e_above_lowest_ev=2.8994 gap_ev="11.5 / 4.7" fmax_ev_per_a=2.71 total_charge=0 multiplicity=1
C 2.2414 -0.0051 -0.2538 -0.15 -0.17 -1.65
C -1.7024 0.0307 0.3255 -0.15 -1.23 -1.36
F 2.3085 1.1371 -0.9263 -0.31 -0.22 -0.59
F -1.1200 -0.6618 -0.6780 -0.39 0.46 -0.70
F -0.6993 0.4172 1.0673 0.48 0.87 1.15
F -2.4056 -0.8904 0.9844 -0.51 0.32 0.67
S -2.7582 1.3489 -0.3469 0.33 -0.33 0.27
Cl 1.6600 -1.4355 -0.9033 0.16 0.19 -0.44
H 2.4755 0.0590 0.7310 0.56 0.12 2.65

***

No. 5
6
Properties=species:S:1:pos:R:3:forces:R:3 method="wB97M-V/def2-TZVPD" total_energy_ha=-691.32847 mol_weight_g_mol=93.5 e_lumo_ev="-1.784 / -1.712" e_above_lowest_ev=7.2029 gap_ev="8.7 / 8.6" fmax_ev_per_a=14.80 total_charge=0 multiplicity=1
N 0.5546 2.3938 0.9148 -2.77 -12.34 -4.09
C 0.1968 0.8047 0.3915 3.17 13.62 4.84
C -0.2260 -0.4166 -0.1832 -0.20 -1.76 -1.46
F -0.9770 -1.1846 0.6417 -0.01 0.05 0.26
Cl 1.2619 -1.3548 -0.6589 -0.54 0.40 0.16
H -0.8103 -0.2425 -1.1059 0.34 0.03 0.29

***

No. 6
8
Properties=species:S:1:pos:R:3:forces:R:3 method="wB97M-V/def2-TZVPD" total_energy_ha=-801.01868 mol_weight_g_mol=121.5 e_lumo_ev=0.142 e_above_lowest_ev=1.9136 gap_ev=10.9 fmax_ev_per_a=3.30 total_charge=0 multiplicity=1
F 1.1920 1.6337 0.1307 0.30 2.02 0.24
C 0.8106 0.6443 -0.6609 1.62 -2.44 1.51
N 0.7218 0.7702 -2.0680 0.74 0.54 -0.53
N -0.3293 0.7918 -1.4315 -1.81 -0.13 -0.29
H 1.2003 -0.2558 -0.1462 -0.88 0.01 -0.93
N -3.2741 -1.3265 -0.5089 0.04 -0.48 -0.38
C -3.6795 -0.3470 -0.0758 0.35 -0.28 0.11
Cl -4.1254 1.0138 0.6594 -0.35 0.76 0.26

***

No. 7
8
Properties=species:S:1:pos:R:3:forces:R:3 method="wB97M-V/def2-TZVPD" total_energy_ha=-800.96749 mol_weight_g_mol=121.5 e_lumo_ev=0.683 e_above_lowest_ev=3.3066 gap_ev=11.3 fmax_ev_per_a=5.72 total_charge=0 multiplicity=1
C 1.2002 -0.3109 -0.1178 -0.38 -0.77 1.05
C -1.0449 0.2565 0.1866 -2.14 -5.09 1.48
N 0.7092 -0.4308 -1.2856 -0.98 0.01 -0.86
N 0.3133 0.6241 0.4358 2.15 0.82 2.83
N -0.2457 0.6450 -0.8798 -0.01 1.14 -3.55
F -1.8581 1.1308 0.7178 -0.76 1.09 -0.25
Cl 2.5194 -1.0706 0.6216 -0.10 0.20 -0.12
H -1.5935 -0.8442 0.3214 2.23 2.61 -0.58

***

No. 8
6
Properties=species:S:1:pos:R:3:forces:R:3 method="wB97M-V/def2-TZVPD" total_energy_ha=-646.22923 mol_weight_g_mol=88.5 e_lumo_ev="-3.053 / -3.053" e_above_lowest_ev=6.8955 gap_ev="6.8 / 6.8" fmax_ev_per_a=3.72 total_charge=0 multiplicity=1
C 1.9485 -0.1789 -0.0173 1.12 -0.50 0.03
C 0.9444 0.4600 0.0755 -3.58 1.03 -0.04
N -1.3879 1.2218 -0.0144 2.07 -0.28 0.09
N -2.2038 0.4275 -0.0271 -0.29 -0.32 -0.01
Cl -2.2076 -1.3072 0.0016 0.38 0.27 0.01
H 2.9064 -0.6232 -0.0182 0.30 -0.21 -0.07

***

No. 9
7
Properties=species:S:1:pos:R:3:forces:R:3 method="wB97M-V/def2-TZVPD" total_energy_ha=-721.55982 mol_weight_g_mol=104.5 e_lumo_ev="-0.414 / -1.127" e_above_lowest_ev=5.2711 gap_ev="8.4 / 7.5" fmax_ev_per_a=4.52 total_charge=0 multiplicity=1
C -0.0186 -0.1936 0.6980 0.65 -2.79 1.05
C -0.4593 1.0697 0.5942 1.49 0.38 -0.74
N 0.3666 -1.3315 0.8445 -1.26 3.73 2.24
N 0.2756 -1.3592 -1.8342 0.24 -0.52 0.99
O 0.5683 -1.9834 -0.9280 0.14 -0.61 -3.81
Cl 0.6440 2.3653 0.3562 0.65 0.16 0.28
H -1.3767 1.4327 0.2691 -1.91 -0.34 0.00

***

No. 10
7
Properties=species:S:1:pos:R:3:forces:R:3 method="wB97M-V/def2-TZVPD" total_energy_ha=-721.70806 mol_weight_g_mol=104.5 e_lumo_ev=0.675 e_above_lowest_ev=1.2376 gap_ev=11.0 fmax_ev_per_a=3.72 total_charge=0 multiplicity=1
Cl -2.6144 -0.1603 -0.0384 0.04 -0.61 0.23
C -0.9290 -0.3141 0.0599 -0.06 -0.14 -0.51
N -0.1274 -1.3088 0.0212 -0.97 -1.94 -0.11
N 1.1556 -0.8608 -0.0602 -0.15 3.71 0.20
C 1.0342 0.4778 -0.0642 0.17 -0.91 0.76
O -0.3035 0.8339 0.0099 2.19 1.64 -0.01
H 1.7845 1.3323 0.0718 -1.22 -1.75 -0.57

***

No. 11
7
Properties=species:S:1:pos:R:3:forces:R:3 method="wB97M-V/def2-TZVPD" total_energy_ha=-721.62852 mol_weight_g_mol=104.5 e_lumo_ev=-0.175 e_above_lowest_ev=3.4018 gap_ev=10.7 fmax_ev_per_a=2.38 total_charge=0 multiplicity=1
N -2.0749 1.3300 -1.0085 -1.11 1.07 -1.81
C -1.3813 0.8826 -0.2321 0.71 -0.96 1.41
C -0.7333 0.2451 0.7917 0.34 -0.01 1.46
N -0.5735 0.0025 1.9293 0.00 -0.16 -1.63
O -0.3185 -0.3879 3.0079 0.08 0.05 0.56
Cl 2.7675 -1.4660 -1.7706 -0.70 1.30 -1.41
H 2.3141 -0.6064 -2.7177 0.68 -1.29 1.41

***

No. 12
8
Properties=species:S:1:pos:R:3:forces:R:3 method="wB97M-V/def2-TZVPD" total_energy_ha=-838.01344 mol_weight_g_mol=124.5 e_lumo_ev=0.095 e_above_lowest_ev=0.0997 gap_ev=11.6 fmax_ev_per_a=2.58 total_charge=0 multiplicity=1
O -0.3324 -2.3824 0.3563 -0.89 -1.11 1.34
C 0.0932 -1.3774 -0.0239 1.17 0.87 -2.13
O 0.4578 -0.2921 0.6250 0.49 0.80 0.05
Cl 0.4397 -1.2211 -1.8130 -0.01 0.27 0.28
H 0.9414 0.3414 0.0375 -0.74 -0.78 0.44
O 3.9499 1.1636 -0.1022 -0.36 0.67 -0.70
C 4.0482 0.3037 0.6547 0.67 -1.47 1.53
O 4.1925 -0.5540 1.4362 -0.32 0.77 -0.81